No. 1
{
  "formula": "C2H7OS",
  "method": "ωB97M-V with the def2-TZVPD basis set",
  "fmax_ev_per_a": 5.02,
  "e_above_lowest_kj_mol": 121.9,
  "homo_lumo_gap_ev": [10.493, 6.832],
  "e_homo_ha": [-0.361, -0.361],
  "charge": 0,
  "multiplicity": 2,
  "total_energy_ev": -15067.6512,
  "symbols": ["S", "O", "C", "C", "H", "H", "H", "H", "H", "H", "H"],
  "coordinates": [[0.427947, 3.464750, 1.021652], [-0.391096, 0.375668, 0.913964], [-0.607985, -1.154197, -0.840609], [0.155874, -0.720183, 0.329913], [0.024060, -1.463947, 1.139565], [-1.615225, -1.721011, -0.706692], [1.416604, 2.838674, 0.374212], [-0.041431, -2.008949, -1.351274], [1.219186, -0.493946, 0.004674], [0.074058, 1.283876, 0.720443], [-0.661994, -0.400731, -1.605846]],
  "forces_ev_per_a": [[-0.03, 0.22, 0.05], [0.01, 4.95, 0.80], [-0.95, -3.82, -2.41], [1.27, -0.79, 0.59], [1.05, -0.30, -0.59], [1.40, 1.67, 0.30], [0.26, 0.08, -0.10], [-0.32, 1.04, 0.57], [-0.83, -0.78, 0.63], [-1.44, -2.78, 0.37], [-0.41, 0.50, -0.22]]
}

---

No. 2
{
  "formula": "C42H142O29",
  "method": "ωB97M-V with the def2-TZVPD basis set",
  "fmax_ev_per_a": 2.77,
  "homo_lumo_gap_ev": 10.085,
  "e_homo_ha": -0.354,
  "charge": 0,
  "total_energy_ev": -105236.8429,
  "symbols": ["O", "O", "O", "O", "O", "O", "O", "O", "O", "O", "O", "O", "O", "O", "O", "O", "O", "O", "O", "O", "O", "O", "O", "O", "O", "O", "O", "O", "O", "C", "C", "C", "C", "C", "C", "C", "C", "C", "C", "C", "C", "C", "C", "C", "C", "C", "C", "C", "C", "C", "C", "C", "C", "C", "C", "C", "C", "C", "C", "C", "C", "C", "C", "C", "C", "C", "C", "C", "C", "C", "C", "H", "H", "H", "H", "H", "H", "H", "H", "H", "H", "H", "H", "H", "H", "H", "H", "H", "H", "H", "H", "H", "H", "H", "H", "H", "H", "H", "H", "H", "H", "H", "H", "H", "H", "H", "H", "H", "H", "H", "H", "H", "H", "H", "H", "H", "H", "H", "H", "H", "H", "H", "H", "H", "H", "H", "H", "H", "H", "H", "H", "H", "H", "H", "H", "H", "H", "H", "H", "H", "H", "H", "H", "H", "H", "H", "H", "H", "H", "H", "H", "H", "H", "H", "H", "H", "H", "H", "H", "H", "H", "H", "H", "H", "H", "H", "H", "H", "H", "H", "H", "H", "H", "H", "H", "H", "H", "H", "H", "H", "H", "H", "H", "H", "H", "H", "H", "H", "H", "H", "H", "H", "H", "H", "H", "H", "H", "H", "H", "H", "H", "H", "H", "H", "H", "H", "H", "H", "H", "H", "H", "H", "H"],
  "coordinates": [[12.370099, 13.260603, 14.132335], [19.877267, 18.923936, 15.526700], [14.789796, 10.073398, 13.526135], [17.354657, 8.344322, 13.639773], [21.051058, 10.597506, 18.861680], [15.450469, 19.872841, 22.804498], [10.732124, 15.737858, 13.596701], [21.118971, 12.059339, 16.839316], [19.232628, 14.288790, 20.233562], [21.529278, 16.214671, 19.550782], [19.025684, 13.966284, 17.285535], [15.971175, 11.403166, 15.707201], [20.848838, 19.962592, 18.184963], [11.436308, 16.891053, 21.370495], [18.656075, 18.538400, 18.605107], [18.873209, 10.946936, 15.004067], [17.989163, 17.038829, 20.594347], [16.407237, 13.715695, 16.910721], [17.699466, 20.809020, 16.776991], [17.048805, 14.362807, 13.871508], [10.711199, 17.907365, 15.912740], [17.394462, 14.985216, 22.891740], [19.701728, 9.117601, 16.876797], [15.654430, 19.045675, 17.346147], [19.903055, 13.554111, 14.275166], [15.357421, 18.018546, 20.140147], [16.660269, 8.970630, 17.048838], [20.050787, 16.604400, 17.043116], [15.791954, 8.803874, 20.005388], [17.812147, 13.383816, 24.701639], [11.039187, 14.748362, 22.549341], [12.093457, 14.517309, 16.118971], [23.339929, 11.344688, 16.080707], [16.392424, 15.637849, 13.740284], [11.237441, 16.582086, 12.496222], [18.889971, 11.335807, 19.448465], [15.086841, 10.039248, 20.040106], [14.213184, 10.794473, 12.361508], [14.788874, 10.497915, 21.428799], [20.497214, 19.160876, 14.298890], [11.813067, 14.954106, 20.203695], [20.497893, 15.464163, 13.022831], [15.116704, 17.856493, 24.301931], [11.727759, 18.967064, 16.215688], [19.537307, 13.431982, 11.858428], [13.555468, 9.718369, 11.478312], [20.120994, 9.718355, 20.847385], [20.255984, 10.955752, 19.981973], [13.751350, 9.908898, 19.264041], [15.818596, 20.071433, 25.248361], [20.175224, 20.614070, 14.004730], [12.652419, 13.232274, 15.522259], [15.052349, 19.335673, 24.091132], [15.546519, 14.096738, 17.983420], [12.878309, 18.642421, 15.289979], [14.899808, 15.532760, 13.768493], [18.315768, 14.615434, 23.864673], [16.264410, 13.795065, 19.299627], [12.069209, 19.004391, 17.681396], [11.394599, 15.681865, 11.329378], [15.080071, 15.522436, 17.838242], [22.876994, 13.753460, 16.465585], [16.889510, 16.663516, 14.737982], [15.246403, 11.602291, 11.581970], [10.948663, 15.544314, 21.283790], [21.956701, 18.930751, 14.400811], [19.773757, 14.353112, 23.465811], [10.278036, 17.699574, 12.167294], [20.418827, 13.958819, 12.958893], [22.264269, 12.427257, 16.089056], [12.230201, 11.932054, 16.158687], [15.196688, 18.485482, 19.305289], [14.489909, 14.902450, 12.982275], [20.061664, 8.815526, 20.175691], [20.545333, 9.917716, 18.368598], [13.000204, 19.512504, 17.838300], [12.479423, 15.352650, 15.526753], [15.606704, 9.527764, 13.385309], [17.955115, 16.862162, 14.534789], [9.895482, 15.555315, 20.957167], [15.727487, 10.884707, 10.928457], [18.420158, 20.373895, 16.351107], [15.995895, 10.532492, 16.096152], [15.897135, 16.268015, 17.852050], [18.065110, 8.836931, 14.137379], [20.022480, 18.541532, 13.501409], [14.885059, 12.349602, 10.827156], [16.528950, 18.641706, 17.481052], [12.954823, 11.158791, 15.881168], [17.636709, 9.073979, 16.962118], [16.791379, 13.654452, 25.085998], [12.189303, 12.035142, 17.200671], [21.172232, 16.176471, 18.630191], [22.934485, 10.391460, 15.891593], [19.871058, 17.962385, 15.638297], [19.253650, 11.811059, 14.718803], [20.349870, 15.269666, 23.265441], [11.753565, 16.220014, 10.445034], [13.086397, 9.188855, 19.751407], [14.170875, 17.397723, 24.023401], [11.318177, 19.988127, 16.047704], [21.488186, 13.543203, 12.885208], [18.265171, 16.114094, 20.577637], [11.044516, 14.587245, 15.899138], [13.731345, 13.305739, 15.558315], [11.229505, 11.604260, 15.858179], [12.211504, 16.962270, 12.734252], [16.401986, 19.636295, 22.715601], [17.003211, 17.047979, 20.637373], [21.450758, 17.155565, 19.785956], [15.686656, 10.775027, 21.963203], [12.182900, 14.952838, 11.548588], [13.348558, 17.744973, 15.628237], [13.408656, 11.383665, 12.791106], [14.287548, 9.121542, 10.892666], [23.226980, 13.706742, 17.495967], [16.361390, 17.628292, 14.539872], [20.009828, 8.341152, 16.414277], [15.751029, 10.770074, 19.465855], [10.470579, 15.180520, 11.051982], [18.499110, 10.511447, 18.829674], [10.511598, 16.305399, 14.390567], [18.585932, 13.977583, 11.886700], [17.823775, 21.725423, 16.954681], [15.902084, 19.934774, 17.060651], [13.001177, 9.047290, 12.115763], [11.082996, 17.310749, 22.143176], [12.369036, 14.634311, 17.126191], [16.668682, 16.390709, 15.744019], [14.389735, 15.691545, 16.985590], [15.021703, 18.463450, 20.902187], [19.894161, 13.569640, 10.852541], [10.468297, 18.288840, 11.280917], [23.730883, 13.984798, 15.742983], [20.258070, 21.169789, 14.899409], [18.539941, 13.167048, 25.549444], [15.610061, 19.641974, 26.250524], [21.489224, 20.649764, 17.860108], [16.657349, 12.763898, 19.313645], [19.389573, 17.121793, 17.544520], [15.802123, 17.445736, 23.544491], [11.942695, 15.696952, 19.366725], [19.073509, 13.957331, 14.425865], [12.668306, 18.605462, 14.197234], [22.345142, 18.987622, 13.393057], [20.977823, 15.805597, 13.993564], [14.629476, 13.489908, 17.885733], [13.923267, 9.604016, 18.249924], [17.595633, 14.528185, 22.058209], [15.461409, 17.526826, 25.259064], [18.508397, 18.021455, 19.424281], [11.736296, 14.032026, 14.025864], [14.034805, 19.612744, 24.197530], [20.371598, 13.862020, 24.214703], [16.990847, 14.594817, 19.351926], [19.713410, 9.792944, 16.184647], [21.064408, 15.855638, 12.202303], [11.029937, 13.712230, 22.396866], [22.275161, 19.782100, 15.026786], [20.055200, 14.770217, 20.467211], [19.791291, 13.774649, 22.549975], [9.282139, 17.312774, 12.146938], [18.354524, 15.468937, 24.541387], [21.122307, 9.569790, 21.314939], [14.265435, 9.776763, 22.050253], [17.716963, 12.486193, 24.119779], [19.634231, 15.695889, 16.977502], [16.845381, 15.963547, 12.777313], [23.995572, 11.446848, 15.279508], [18.066115, 13.655223, 17.257072], [17.901434, 11.027141, 14.956521], [19.697488, 13.289001, 16.980262], [19.268278, 19.259031, 18.799985], [19.460212, 15.820225, 12.960653], [23.852408, 11.300051, 17.032523], [16.553124, 8.661806, 17.958459], [13.697103, 19.342166, 15.397271], [18.883407, 12.298946, 18.966571], [20.785857, 11.814021, 20.538972], [16.062437, 12.089103, 12.134733], [14.555757, 15.254762, 14.771749], [10.252363, 14.894202, 23.304867], [19.168078, 20.858948, 13.611275], [19.282465, 9.818835, 21.497881], [16.090813, 12.768195, 16.688694], [19.338226, 12.379902, 11.909789], [22.038741, 14.533801, 16.501366], [11.930878, 14.964798, 23.115537], [12.858648, 10.321288, 10.911826], [16.788674, 8.037357, 14.364990], [21.886368, 12.538014, 15.070932], [11.405053, 14.019752, 19.850344], [15.121232, 8.134649, 20.220393], [22.343306, 17.984828, 14.796904], [11.307710, 19.517573, 18.196303], [14.465301, 15.876183, 18.723741], [14.141674, 11.385830, 21.461199], [20.713371, 19.307601, 17.501560], [12.819421, 14.773174, 20.573375], [16.788507, 13.957606, 14.743496], [16.950696, 19.960054, 25.004657], [12.260642, 18.001341, 18.067664], [19.281891, 14.343018, 19.277952], [20.853469, 20.978800, 13.261984], [21.274867, 11.765586, 17.767785], [18.207778, 11.508161, 20.267113], [15.632752, 13.916461, 20.175040], [13.229989, 10.844772, 19.299703], [15.335409, 11.322860, 15.016358], [9.840595, 18.193322, 16.285063], [14.509970, 16.591176, 13.629861], [15.683948, 21.146719, 25.145387], [10.242184, 18.362324, 13.079903]],
  "forces_ev_per_a": [[-1.40, 0.99, -0.49], [-0.72, -0.67, 0.74], [0.41, 0.62, 0.05], [0.68, 0.75, 1.20], [0.68, -0.17, 0.33], [0.77, -1.25, 0.75], [0.03, 1.48, 0.22], [-0.21, 0.83, -0.27], [0.78, 0.82, 0.91], [-0.36, 0.24, -0.43], [0.06, -0.32, 0.00], [0.93, 0.77, 0.77], [1.24, 1.55, 0.34], [0.03, -0.41, -0.05], [-0.09, -0.21, -0.51], [-0.26, 0.04, -0.32], [-0.80, -0.18, 0.36], [-0.86, -1.61, -0.44], [-1.85, -0.45, 0.38], [-0.38, -0.67, 1.55], [-0.44, 1.47, 0.70], [0.01, -0.19, -1.22], [-0.25, -0.33, 0.20], [-0.06, -0.39, 0.14], [2.14, -1.46, -0.99], [0.60, -1.25, -0.70], [0.89, 0.10, -0.26], [-0.62, -1.13, -0.11], [-0.23, -0.41, 0.07], [-0.06, 1.42, 0.99], [-0.29, 1.05, 1.76], [0.37, -0.28, -1.64], [-1.14, 0.36, 1.22], [1.42, 0.04, -0.61], [-1.03, -0.56, 0.16], [-0.22, 0.27, 0.53], [-0.55, 0.74, -1.78], [0.73, -1.76, 0.47], [0.03, 0.96, 0.97], [-1.75, 0.00, -0.99], [0.45, 0.69, -0.97], [-0.06, 0.28, 0.97], [0.43, -0.93, -2.38], [-0.92, -0.14, -0.80], [-0.75, 0.63, -0.28], [0.58, 0.84, 0.36], [2.17, -0.70, -0.88], [-0.18, 0.34, 0.18], [0.73, -0.24, 0.75], [1.89, -0.56, -1.59], [-0.63, -0.17, -1.35], [0.07, 0.76, -0.43], [0.74, 1.65, 1.65], [-1.13, -0.42, 0.43], [0.33, 0.65, -0.44], [-0.64, 1.70, -0.27], [0.89, -1.07, 2.30], [-0.65, 0.27, -0.42], [0.99, -1.39, -0.59], [0.91, -0.87, -0.83], [-0.82, 1.57, 1.06], [-0.75, 1.15, -0.06], [0.10, 1.16, -1.16], [0.48, 0.29, -0.97], [-0.17, 0.47, -0.66], [0.93, 0.55, -0.06], [-0.02, 0.97, -1.17], [-0.17, 0.99, 2.53], [1.25, -0.57, 1.30], [0.28, -0.46, -0.72], [-0.14, -0.38, -1.33], [-0.03, 0.35, 0.30], [-0.07, -0.19, 0.22], [-0.57, 0.84, 0.61], [0.36, 0.33, -0.11], [0.53, 0.59, -0.04], [0.34, 0.01, 0.28], [-0.82, 0.89, -0.69], [-0.27, -0.20, 0.57], [0.20, 0.10, -0.07], [0.49, -0.31, -0.12], [1.20, -0.20, -0.44], [0.13, -0.93, 0.74], [-0.13, -0.46, -0.39], [-0.87, -0.47, -0.93], [0.31, 0.08, 0.43], [-0.37, -0.49, 1.02], [-0.08, 0.21, 0.10], [-0.26, -0.07, 0.13], [-0.51, -0.09, 0.06], [0.96, -0.43, -0.08], [0.23, 0.06, 1.72], [0.23, 0.23, 0.58], [-0.95, -1.32, 0.06], [-0.10, -0.21, 0.70], [-0.11, -0.35, 0.14], [-0.45, 0.01, -0.17], [-0.12, 0.16, 0.17], [0.14, -0.15, 0.04], [-0.17, -0.17, 0.32], [-0.09, -0.70, -0.70], [-1.57, 0.30, 0.29], [0.11, -0.18, 0.05], [-0.84, -0.23, 0.60], [0.62, -0.09, 0.44], [0.13, 0.19, -0.24], [0.55, 0.33, 0.51], [-0.80, 0.29, -0.14], [0.67, 0.22, -0.21], [0.01, -0.47, -0.14], [0.39, -0.01, 0.18], [-0.32, -0.24, -0.06], [0.10, -1.06, 0.00], [0.18, 0.26, 0.24], [-0.51, 0.61, 0.12], [0.44, 0.02, 0.04], [0.34, -0.61, 0.18], [0.21, -0.56, 0.04], [-0.79, -0.82, 0.93], [-0.09, -0.11, 0.14], [0.09, 0.41, 0.06], [0.56, -0.49, -1.20], [-0.01, -0.29, 0.16], [0.75, 0.76, -0.08], [0.20, -0.02, 0.06], [-0.26, -0.18, 0.16], [-0.36, 0.35, 0.66], [-0.06, 0.24, 1.45], [0.15, -0.29, 0.83], [0.82, -0.20, 0.19], [-0.53, 0.96, 0.49], [0.70, 0.39, -0.36], [0.35, -0.04, -0.16], [-1.23, 0.05, 1.07], [0.47, 0.73, 1.07], [-1.07, 0.36, -0.91], [0.04, 0.53, -0.67], [-1.05, -1.28, 0.31], [0.17, 0.74, -0.10], [0.12, 0.31, 0.15], [0.17, -0.13, 0.32], [-0.41, -0.85, 0.67], [-1.76, 1.09, -0.04], [-0.34, -0.12, 0.89], [0.54, 0.40, -0.23], [-0.62, -0.46, -1.12], [0.18, -0.12, 0.16], [0.02, -0.11, -0.58], [0.01, 0.04, 0.23], [0.02, -0.01, 0.64], [-0.16, 0.01, 0.11], [0.88, -1.19, -0.43], [-1.07, 0.56, -0.18], [-0.23, -0.47, 0.47], [0.78, -0.34, 0.32], [-0.20, 0.92, -0.21], [0.28, 0.38, -0.58], [0.04, -1.60, -0.65], [0.69, -0.47, -0.27], [-0.33, -0.19, 0.05], [0.15, -0.39, -0.16], [-0.74, -0.49, -0.45], [-0.21, 0.03, 0.25], [-0.95, 0.03, 0.40], [-0.03, -0.51, -0.19], [0.04, -0.42, -0.53], [0.40, 0.69, -0.01], [-0.99, -0.05, 0.11], [1.53, 0.77, -1.23], [1.27, 0.29, -0.40], [0.38, 0.32, 0.10], [-0.86, 0.33, 0.29], [-0.17, 0.06, 0.03], [0.27, 0.31, 0.12], [0.34, 0.05, 0.20], [-0.28, 0.07, 0.22], [0.02, 0.57, 0.17], [0.22, -0.12, -0.72], [-0.88, -1.22, -0.93], [-0.57, -0.09, 0.35], [0.09, -0.33, -0.29], [-0.22, 0.41, -0.50], [0.31, -0.76, 0.25], [-0.33, -0.32, 0.80], [0.97, 1.44, -0.23], [-0.10, -0.63, 0.50], [1.35, -0.71, -0.51], [0.74, 0.16, -0.11], [-0.26, -0.48, -0.94], [0.09, -0.15, -0.12], [-0.05, -0.12, 0.00], [-0.13, -0.29, -0.32], [0.46, 0.01, -0.03], [-0.65, 0.11, 0.24], [-0.96, 0.34, 0.98], [0.62, -0.79, -0.67], [0.20, -0.08, -0.35], [0.14, -0.11, -0.84], [0.15, -0.06, 0.22], [0.16, 0.65, -0.92], [-1.61, -0.16, 0.68], [-0.36, -0.05, 0.13], [-0.30, -0.27, -1.01], [0.59, 0.50, -0.38], [0.33, -0.22, -0.44], [-0.35, -0.25, 0.52], [-0.37, 0.03, 0.04], [-0.26, 0.62, -0.22], [-1.02, -0.24, -1.44], [1.14, -0.33, -0.36], [0.22, -1.19, -0.03], [-0.40, 0.01, 0.46], [0.16, -0.15, -0.98]]
}